*a*
37
Properties=species:S:1:pos:R:3 method="wB97M-V/def2-TZVPD" charge=+3 s_squared=6.03 gap_ev="7.6 / 2.8" e_lumo_ev="-9.8 / -15.1" spin_multiplicity=5
Rh -0.34 0.15 -0.03
C 0.93 -1.31 -0.28
O 1.67 -2.18 -0.43
C -1.78 -0.86 -1.01
O -2.55 -1.49 -1.59
C -0.25 1.39 -1.51
O -0.24 2.16 -2.37
C -1.35 -0.06 1.60
O -2.00 -0.15 2.55
C -3.20 3.19 0.43
H -3.17 3.20 1.53
H -2.61 3.95 -0.09
C -3.95 2.30 -0.24
H -3.99 2.30 -1.34
H -4.56 1.55 0.28
C 3.31 2.26 3.61
N 3.55 0.91 3.09
C 4.64 0.98 2.08
N 4.29 1.90 0.96
C 4.03 3.24 1.53
N 2.96 3.20 2.53
C 1.65 2.86 1.92
P 1.64 1.16 1.12
C 2.36 0.24 2.58
C 3.21 1.39 0.13
H 4.28 2.58 4.05
H 2.52 2.25 4.37
H 4.83 -0.03 1.67
H 5.53 1.39 2.58
H 3.78 3.95 0.73
H 4.98 3.53 2.03
H 0.86 2.85 2.67
H 1.40 3.57 1.13
H 2.62 -0.78 2.27
H 1.58 0.20 3.35
H 2.98 2.09 -0.68
H 3.51 0.42 -0.29

*b*
37
Properties=species:S:1:pos:R:3 method="wB97M-V/def2-TZVPD" charge=+3 s_squared=6.03 gap_ev="6.5 / 5.5" e_lumo_ev="-10.0 / -15.1" spin_multiplicity=5
Rh 0.00 -0.25 -1.08
C 0.02 0.67 0.71
O 0.03 1.42 1.59
C -0.01 1.64 -1.74
O -0.02 2.75 -2.08
C -1.97 -0.59 -1.04
O -3.09 -0.83 -0.94
C 1.98 -0.59 -1.08
O 3.10 -0.81 -0.99
C -0.01 -1.42 -2.86
H 0.92 -2.01 -2.91
H -0.93 -2.01 -2.90
C -0.01 -0.09 -3.35
H -0.94 0.35 -3.74
H 0.91 0.35 -3.75
C 1.25 -4.70 1.92
N 1.28 -3.47 2.76
C 0.05 -3.40 3.60
N -1.18 -3.48 2.79
C -1.17 -4.70 1.94
N 0.02 -4.80 1.09
C 0.01 -3.83 0.00
P 0.02 -2.10 0.71
C 1.43 -2.27 1.92
C -1.36 -2.27 1.95
H 1.29 -5.58 2.57
H 2.13 -4.68 1.26
H 0.06 -2.44 4.14
H 0.06 -4.24 4.31
H -2.07 -4.68 1.31
H -1.20 -5.58 2.60
H 0.91 -3.96 -0.64
H -0.89 -3.96 -0.62
H 1.46 -1.38 2.56
H 2.38 -2.35 1.38
H -2.32 -2.35 1.43
H -1.38 -1.38 2.60

Verdict on stability: *a* comes out on top.

*a*
13
Properties=species:S:1:pos:R:3 method="wB97M-V/def2-TZVPD" smiles="C1C[C@@H]2CC2=P1" gap_ev=8.2 e_lumo_ev=-0.1
C -1.24 -0.07 -0.76
C -0.68 -1.37 -1.12
C 0.86 0.05 0.64
C 0.36 1.46 0.47
C -0.35 -0.87 0.19
P -0.94 1.59 -0.87
H -1.31 -2.26 -1.00
H 0.02 -1.41 -1.89
H 1.72 -0.01 -0.05
H 1.20 0.12 1.61
H 0.05 1.82 1.56
H 1.09 2.18 0.10
H -0.78 -1.23 1.13

*b*
13
Properties=species:S:1:pos:R:3 method="wB97M-V/def2-TZVPD" gap_ev="8.3 / 8.7" e_lumo_ev="-0.4 / 0.1"
C 2.08 0.31 -2.48
C -1.26 -0.37 2.96
C 1.13 -0.57 -2.44
C -0.93 0.55 2.10
C -0.81 -0.17 -0.60
P 0.14 0.42 0.56
H 3.02 0.31 -2.94
H 1.81 1.18 -1.71
H -2.20 -0.22 3.58
H -0.59 -1.26 2.94
H 0.89 -1.35 -3.12
H -1.51 1.46 2.05
H -1.77 -0.29 -0.90

Verdict on stability: *a* comes out on top.

*a*
14
Properties=species:S:1:pos:R:3 method="wB97M-V/def2-TZVPD" charge=-1 gap_ev=8.4 e_lumo_ev=4.3
C -1.35 -0.41 -1.03
O -1.46 -1.06 0.20
C -1.26 1.12 -0.89
H -0.45 -0.73 -1.58
H -2.21 -0.64 -1.68
H -0.39 1.36 -0.29
H -1.27 1.59 -1.88
H -2.17 1.51 -0.42
H 2.64 0.01 1.32
H 3.49 -1.20 1.30
O 3.59 -0.25 1.28
H 0.63 0.08 1.81
H -0.60 -0.76 0.68
O 0.81 -0.62 1.18

*b*
14
Properties=species:S:1:pos:R:3 method="wB97M-V/def2-TZVPD" charge=-1 gap_ev=8.2 e_lumo_ev=4.1
C 0.54 -0.07 -1.10
O 0.18 1.30 -0.78
C -0.29 -0.62 -2.41
H 0.35 -0.75 -0.26
H 1.60 -0.09 -1.31
H -1.13 -1.24 -2.04
H 0.21 -1.34 -3.08
H -0.79 0.26 -2.80
H -0.07 -0.03 2.83
H -0.66 -1.36 3.54
O 0.08 -0.76 3.55
H 0.10 2.10 1.95
H 0.10 1.42 0.21
O -0.22 1.17 1.69

Verdict on stability: *a* comes out on top.

*a*
9
Properties=species:S:1:pos:R:3 method="wB97M-V/def2-TZVPD" gap_ev="7.2 / 7.7" e_lumo_ev="-2.0 / -1.7"
C -1.30 -1.14 -0.02
C -0.02 0.88 -0.16
N -0.29 -1.76 0.28
N 0.86 -1.06 0.50
N 0.97 0.09 0.00
O -2.38 -0.80 -0.30
Br 3.06 1.01 -0.03
H 0.03 1.77 -0.77
H -0.94 1.00 0.50

*b*
9
Properties=species:S:1:pos:R:3 method="wB97M-V/def2-TZVPD" gap_ev=8.4 e_lumo_ev=-1.3
C -0.27 -1.83 -0.91
C 0.27 -0.01 -0.24
N 0.32 -1.72 -2.12
N 0.96 -0.66 -2.37
N 0.94 0.18 -1.38
O -0.99 -2.58 -0.35
Br 1.53 2.01 -1.79
H -0.63 0.64 -0.05
H 0.95 0.10 0.65

Verdict on stability: *b* comes out on top.

*a*
15
Properties=species:S:1:pos:R:3 method="wB97M-V/def2-TZVPD" gap_ev=7.6 e_lumo_ev=-0.5
C 1.02 -1.29 -1.67
C -0.11 -0.54 -1.00
C -0.55 -1.02 0.37
C -0.70 -0.07 1.43
C -0.37 1.28 1.44
H 0.91 -2.33 -1.45
H 1.99 -1.07 -1.13
H 1.03 -1.09 -2.72
H -1.06 -0.46 2.39
H -0.26 1.73 2.47
H -0.33 1.80 -0.47
H 0.14 3.07 0.72
N -0.06 2.11 0.45
O -0.65 0.43 -1.48
S -0.99 -2.54 0.66

*b*
15
Properties=species:S:1:pos:R:3 method="wB97M-V/def2-TZVPD" gap_ev=8.0 e_lumo_ev=-0.4
C 1.75 0.15 0.05
C 0.39 -0.40 -0.08
C -0.75 0.46 0.02
C -0.71 1.96 0.19
C -1.98 -0.35 -0.05
H 1.92 0.97 0.87
H 2.49 -0.75 0.40
H 1.88 0.38 -1.09
H 1.52 -2.18 -0.21
H -0.31 -2.37 -0.31
H -1.71 2.35 0.79
H -1.63 -1.34 -0.29
N 0.53 -1.72 0.03
O 0.21 2.75 -0.28
S -3.60 0.08 -0.04

*c*
15
Properties=species:S:1:pos:R:3 method="wB97M-V/def2-TZVPD" smiles="N=C=C1CS1.CC=O" gap_ev=8.8 e_lumo_ev=0.5
C -1.66 -0.24 -0.29
C -0.86 2.00 -1.45
C -1.29 0.96 -0.53
C 1.26 -1.10 1.43
C 1.63 -0.59 0.07
N -2.30 -1.22 0.05
O 1.25 -1.05 -0.97
S -0.30 2.20 0.26
H -0.08 1.77 -2.17
H -1.59 2.72 -1.78
H 0.66 -2.00 1.36
H 0.70 -0.32 1.94
H 2.16 -1.29 2.00
H 2.30 0.28 0.09
H -1.87 -2.14 0.01

Verdict on stability: *a* comes out on top.

*a*
100
Properties=species:S:1:pos:R:3 method="wB97M-V/def2-TZVPD" charge=+2 gap_ev=6.6 e_lumo_ev=-5.4
In -2.22 0.32 0.86
C -2.49 1.82 -2.15
C -3.84 1.67 -1.50
C -5.04 1.83 -2.25
C -6.23 1.91 -1.64
C -6.29 1.84 -0.23
C -5.13 1.58 0.48
N -3.94 1.43 -0.21
Sb -5.34 1.22 2.61
C -3.38 2.00 3.27
C -3.31 2.74 4.47
C -2.11 3.25 4.91
C -0.97 2.99 4.18
C -1.07 2.24 3.01
C 0.17 1.92 2.22
N -2.25 1.78 2.57
C -4.53 -0.83 2.61
C -5.34 -1.76 3.18
C -4.87 -3.07 3.43
C -3.59 -3.34 3.07
C -2.75 -2.38 2.56
C -1.33 -2.65 2.21
N -3.24 -1.14 2.28
H -2.26 1.08 -2.88
H -1.68 1.93 -1.46
H -2.45 2.72 -2.75
H -4.91 1.81 -3.32
H -7.17 1.91 -2.18
H -7.25 1.88 0.25
H -4.25 2.87 5.00
H -1.98 3.87 5.78
H -0.03 3.28 4.53
H 0.12 2.44 1.27
H 0.28 0.89 1.91
H 1.14 2.31 2.59
H -6.35 -1.62 3.41
H -5.53 -3.79 3.91
H -3.17 -4.32 3.32
H -1.17 -3.12 1.24
H -0.82 -3.29 2.95
H -0.74 -1.75 2.32
Br -1.50 -0.89 5.73
C 0.32 -0.73 5.23
C 1.30 -0.68 6.26
C 2.66 -0.63 5.91
C 2.92 -0.56 4.51
C 1.86 -0.54 3.62
N 0.57 -0.57 3.97
H 0.97 -0.78 7.28
H 3.42 -0.69 6.64
H 3.95 -0.54 4.23
H 2.12 -0.59 2.58
C 4.51 2.63 -4.73
C 3.46 3.33 -3.75
C 4.03 3.80 -2.41
C 3.94 2.87 -1.27
N 4.77 1.68 -1.37
C 4.39 0.45 -1.02
S 3.01 0.15 -0.09
N 5.11 -0.53 -1.59
C 4.80 -1.98 -1.56
C 3.95 -2.41 -2.72
C 4.50 -2.48 -4.13
C 4.76 -1.13 -4.77
H 4.03 2.33 -5.63
H 5.04 1.84 -4.25
H 5.24 3.43 -5.02
H 2.59 2.64 -3.60
H 3.11 4.23 -4.27
H 3.46 4.67 -2.10
H 5.02 4.26 -2.57
H 2.95 2.47 -1.12
H 4.22 3.46 -0.43
H 5.44 1.75 -2.10
H 5.89 -0.26 -2.16
H 4.23 -2.27 -0.66
H 5.72 -2.50 -1.55
H 3.04 -1.80 -2.76
H 3.59 -3.41 -2.41
H 3.81 -3.06 -4.70
H 5.41 -3.08 -4.14
H 3.88 -0.50 -4.63
H 5.00 -1.23 -5.81
H 5.57 -0.62 -4.22
C -0.25 -3.06 -2.02
Ge -1.92 -2.04 -1.69
C -3.23 -3.23 -0.72
C -2.91 -1.45 -3.29
C -1.11 -0.68 -0.52
H -0.30 -3.82 -2.80
H 0.17 -3.51 -1.05
H 0.43 -2.27 -2.34
H -3.58 -3.89 -1.51
H -4.09 -2.72 -0.29
H -2.70 -3.85 0.02
H -3.95 -1.18 -3.04
H -2.91 -2.33 -3.98
H -2.42 -0.60 -3.80
H -0.64 -0.02 -1.26
H -0.37 -1.27 0.05

*b*
100
Properties=species:S:1:pos:R:3 method="wB97M-V/def2-TZVPD" charge=+2 gap_ev=7.6 e_lumo_ev=-5.7
In -0.76 0.83 -1.07
C -1.17 1.79 -4.15
C -2.53 1.60 -3.65
C -3.62 1.87 -4.47
C -4.87 2.07 -3.91
C -4.97 1.86 -2.54
C -3.87 1.51 -1.76
N -2.62 1.41 -2.34
Sb -4.23 1.33 0.33
C -2.61 2.55 0.84
C -2.76 3.28 1.97
C -1.71 4.15 2.41
C -0.52 4.22 1.68
C -0.41 3.45 0.49
C 0.88 3.35 -0.23
N -1.38 2.58 0.13
C -3.11 -0.59 0.43
C -3.79 -1.51 1.20
C -3.16 -2.74 1.36
C -1.94 -2.94 0.77
C -1.24 -2.02 0.13
C 0.03 -2.38 -0.56
N -1.87 -0.80 -0.05
H -0.78 2.79 -3.91
H -1.21 1.84 -5.24
H -0.50 0.97 -3.84
H -3.34 2.06 -5.53
H -5.83 2.16 -4.50
H -5.87 2.02 -1.96
H -3.70 3.23 2.48
H -1.85 4.57 3.42
H 0.28 4.85 2.05
H 1.41 4.26 -0.05
H 0.81 3.33 -1.29
H 1.53 2.46 0.00
H -4.71 -1.14 1.64
H -3.65 -3.53 2.00
H -1.55 -3.90 0.95
H 0.30 -3.38 -0.34
H 0.86 -1.67 -0.27
H -0.25 -2.43 -1.65
Br -1.18 -5.74 -2.38
C -2.17 -4.47 -3.35
C -2.43 -4.65 -4.72
C -3.36 -3.83 -5.30
C -3.98 -2.82 -4.53
C -3.63 -2.70 -3.20
N -2.81 -3.56 -2.62
H -1.94 -5.39 -5.32
H -3.56 -3.97 -6.34
H -4.58 -1.93 -4.91
H -3.95 -1.85 -2.61
C 4.37 -1.73 4.69
C 4.87 -2.22 3.28
C 4.89 -1.20 2.14
C 3.48 -0.61 1.68
N 3.13 0.53 2.53
C 1.91 1.04 2.73
S 0.59 0.35 1.95
N 1.89 2.19 3.40
C 0.79 2.69 4.21
C 0.37 1.81 5.38
C 1.35 1.73 6.59
C 2.81 1.18 6.39
H 4.49 -2.60 5.37
H 3.31 -1.37 4.67
H 4.97 -0.85 4.90
H 4.15 -3.00 3.05
H 5.85 -2.75 3.42
H 5.24 -1.70 1.23
H 5.65 -0.41 2.38
H 2.73 -1.33 1.87
H 3.67 -0.26 0.66
H 3.95 0.96 2.98
H 2.79 2.32 3.92
H -0.05 2.74 3.47
H 1.07 3.68 4.59
H 0.15 0.77 4.94
H -0.47 2.25 5.86
H 0.90 1.09 7.31
H 1.34 2.76 7.01
H 2.87 0.14 5.96
H 3.18 1.00 7.38
H 3.47 1.86 5.93
C 2.93 -1.96 -2.99
Ge 1.42 -0.70 -3.45
C -0.15 -1.85 -3.81
C 1.88 0.21 -5.09
C 1.08 0.57 -1.96
H 3.80 -1.34 -2.79
H 3.11 -2.62 -3.88
H 2.80 -2.65 -2.14
H -0.50 -1.76 -4.82
H -1.04 -1.61 -3.21
H 0.02 -2.90 -3.61
H 1.23 -0.23 -5.89
H 2.89 0.06 -5.43
H 1.67 1.27 -5.08
H 1.31 1.59 -2.30
H 1.73 0.39 -1.10

Verdict on stability: *a* comes out on top.

*a*
15
Properties=species:S:1:pos:R:3 method="wB97M-V/def2-TZVPD" charge=+1 gap_ev="7.9 / 7.3" e_lumo_ev="-4.5 / -4.5"
C 1.06 1.49 -0.57
C 1.37 0.20 -0.89
C -0.40 0.15 0.56
C -3.06 0.22 -0.42
C 0.56 -1.95 -0.02
N 0.08 1.45 0.41
N 0.52 -0.64 -0.17
O -1.91 0.04 -0.68
H 1.67 2.23 -1.01
H 2.18 0.03 -1.53
H -0.94 0.01 1.45
H -3.68 0.19 0.41
H -0.18 -2.29 0.66
H 1.31 -2.52 -0.59
H -0.43 2.23 0.83

*b*
15
Properties=species:S:1:pos:R:3 method="wB97M-V/def2-TZVPD" charge=+1 gap_ev="7.0 / 8.8" e_lumo_ev="-4.8 / -3.6"
C 0.45 0.51 -2.04
C 0.96 -0.22 -0.97
C -0.44 1.33 -0.17
C -1.20 -2.11 1.40
C 0.63 -0.15 1.39
N -0.37 1.50 -1.52
N 0.33 0.27 0.15
O -2.29 -1.82 1.70
H 0.71 0.46 -3.06
H 1.60 -0.99 -0.66
H -0.91 1.90 0.52
H -0.57 -3.00 1.53
H 0.25 0.54 2.29
H 1.59 -0.63 1.43
H -0.74 2.41 -1.98

Verdict on stability: *b* comes out on top.

*a*
25
Properties=species:S:1:pos:R:3 method="wB97M-V/def2-TZVPD" smiles=CN1C[C@](C)(S)c2ccccc21 gap_ev=8.6 e_lumo_ev=0.7
C 2.18 2.05 0.01
C 2.87 0.90 -0.21
C 0.82 1.99 -0.11
C 2.30 -0.40 -0.07
C 0.19 0.76 -0.18
C 0.92 -0.50 -0.06
C -1.41 -0.98 0.34
C -1.22 0.50 -0.40
C -2.34 1.38 0.18
C 0.35 -2.83 0.72
N -0.03 -1.58 0.01
S -1.65 0.57 -2.24
H 2.56 3.03 0.04
H 3.90 0.93 -0.41
H 0.38 2.91 -0.18
H 3.01 -1.11 -0.05
H -1.44 -0.63 1.37
H -2.24 -1.66 0.12
H -3.27 0.70 0.16
H -2.37 2.38 -0.37
H -2.15 1.59 1.21
H 1.07 -2.79 1.55
H -0.58 -3.39 0.95
H 0.89 -3.45 0.02
H -2.72 -0.38 -2.38

*b*
25
Properties=species:S:1:pos:R:3 method="wB97M-V/def2-TZVPD" smiles="C=S1(=C)CCNc2ccccc21" gap_ev=7.8 e_lumo_ev=0.4
C 3.08 0.45 0.41
C 2.49 1.57 -0.12
C 2.56 -0.83 0.37
C 1.12 1.45 -0.48
C 1.14 -0.91 0.14
C 0.49 0.24 -0.28
C -2.25 1.52 1.20
C -1.61 1.27 -1.54
C -0.90 -2.11 -0.25
C -1.86 -1.19 0.40
N 0.50 -2.09 0.24
S -1.36 0.57 -0.01
H 4.17 0.39 0.80
H 2.95 2.57 -0.44
H 3.01 -1.65 0.79
H 0.78 2.33 -1.01
H -2.54 2.46 0.77
H -1.56 1.71 2.03
H -2.64 1.66 -1.73
H -1.44 0.62 -2.29
H -1.18 -3.17 -0.07
H -0.81 -1.78 -1.37
H -2.83 -1.18 0.01
H -2.01 -1.22 1.48
H 0.71 -2.70 0.96

Verdict on stability: *a* comes out on top.

*a*
9
Properties=species:S:1:pos:R:3 method="wB97M-V/def2-TZVPD" smiles="O=[SH](=O)NC(=S)Cl" gap_ev=8.4 e_lumo_ev=-0.9
C -1.53 -0.28 0.32
N -0.46 -0.62 -0.49
O 2.28 -0.38 -0.96
O 1.32 1.70 -0.04
S -3.09 -0.35 -0.12
S 1.40 0.29 -0.09
Cl -0.90 0.48 1.76
H -0.57 -0.69 -1.48
H 1.55 -0.15 1.11

*b*
9
Properties=species:S:1:pos:R:3 method="wB97M-V/def2-TZVPD" gap_ev=9.3 e_lumo_ev=-1.0
C 1.83 0.03 -0.55
N 1.52 1.18 -0.73
O 0.03 0.31 1.42
O -0.93 -1.28 -0.05
S 2.20 -1.44 -0.16
S -0.19 -1.09 1.16
Cl -3.37 0.57 -0.29
H 1.36 1.99 -0.14
H -2.44 -0.26 -0.67

Verdict on stability: *b* comes out on top.